Molecular formula: C57H63ClIInN5O3S4Te
Method: DFT, ωB97M-V/def2-TZVPD

The geometry in XYZ format:
```
136
Properties=species:S:1:pos:R:3:forces:R:3
In 1.295 -1.799 -0.431 0.46 0.10 -0.83
Cl -0.457 -8.254 -3.792 0.03 0.08 0.04
C 0.404 -6.893 -3.084 0.04 -0.05 -0.02
C 1.756 -6.988 -2.886 -0.08 0.12 0.02
C 2.468 -5.931 -2.320 0.07 0.15 0.08
I 4.531 -6.130 -2.037 -0.08 0.01 0.01
C 1.882 -4.705 -1.913 0.09 -0.13 -0.06
O 2.514 -3.746 -1.401 -0.23 -0.08 0.22
C 0.435 -4.641 -2.155 -0.08 0.04 0.02
N -0.178 -3.488 -1.795 0.02 -0.02 0.04
C -1.471 -3.342 -1.969 0.13 -0.04 -0.05
C -2.271 -4.354 -2.528 -0.02 0.03 0.01
C -1.683 -5.530 -2.901 0.01 0.00 0.00
C -0.293 -5.718 -2.725 -0.02 0.09 0.01
H 2.272 -7.894 -3.176 0.02 0.00 0.02
H -1.902 -2.391 -1.666 0.00 -0.02 -0.01
H -3.333 -4.188 -2.661 0.04 0.00 0.00
H -2.269 -6.328 -3.337 0.00 0.00 0.01
S 3.214 1.129 -0.727 -0.55 -0.36 0.13
C 3.878 0.948 -2.346 -0.01 -0.09 -0.25
C 4.993 1.744 -2.644 -0.13 -0.08 -0.05
C 5.621 1.691 -3.871 0.03 0.01 -0.01
C 5.106 0.821 -4.832 -0.03 -0.01 -0.04
C 4.013 0.028 -4.559 -0.05 -0.08 0.12
C 3.351 0.026 -3.303 0.25 0.38 0.02
S 1.998 -1.046 -3.126 -0.03 0.05 0.31
H 5.350 2.424 -1.878 -0.04 -0.02 0.01
H 6.479 2.317 -4.087 -0.01 -0.02 0.01
H 5.573 0.763 -5.810 -0.03 -0.01 0.00
H 3.631 -0.647 -5.315 0.02 0.01 0.01
C -1.371 -2.165 1.621 -0.01 0.09 0.01
C -1.685 -2.424 2.954 0.02 -0.04 0.11
C -2.028 -3.732 3.399 0.04 0.01 -0.07
C -2.378 -3.971 4.703 -0.01 -0.01 0.08
C -2.401 -2.921 5.637 0.00 -0.04 0.04
C -2.050 -1.625 5.226 -0.06 -0.01 0.09
C -1.693 -1.381 3.924 -0.03 0.02 -0.13
C -2.765 -3.182 7.002 0.10 0.09 -0.38
N -3.057 -3.394 8.095 -0.04 -0.03 0.16
H -1.123 -1.163 1.293 -0.10 0.00 -0.02
H -1.372 -2.960 0.886 -0.01 0.02 0.04
H -2.006 -4.543 2.680 0.00 0.02 0.04
H -2.643 -4.969 5.028 0.01 -0.02 -0.02
H -2.061 -0.822 5.950 0.03 0.02 0.00
H -1.397 -0.385 3.613 -0.07 -0.03 0.03
C -4.061 6.505 0.016 0.01 -0.05 -0.04
C -3.656 5.146 -0.500 -0.01 0.05 0.00
C -3.313 4.120 0.367 -0.04 -0.02 -0.06
C -2.944 2.857 -0.096 0.12 -0.02 -0.06
C -2.525 1.820 0.911 -0.25 -0.25 -0.03
C -2.929 2.606 -1.477 0.03 0.13 0.03
Te -2.467 0.653 -2.197 -0.39 0.14 0.04
N -0.252 1.300 -1.285 0.24 0.08 0.06
C 0.743 1.853 -1.738 -0.29 -0.14 -0.08
O 1.918 2.154 -0.875 0.19 0.35 0.11
C 0.994 2.477 -3.087 0.21 0.01 0.11
C 1.867 3.554 -3.248 -0.04 0.04 -0.10
C 2.091 4.113 -4.502 -0.07 -0.06 0.10
C 1.453 3.593 -5.620 0.00 -0.04 0.03
C 0.590 2.514 -5.471 -0.02 0.01 0.02
C 0.361 1.963 -4.217 0.06 0.00 0.00
C -4.602 0.519 -2.873 0.07 -0.09 -0.05
C -4.777 0.353 -4.249 -0.05 -0.04 0.01
C -6.032 0.191 -4.829 0.00 0.01 0.04
C -7.160 0.199 -4.023 0.05 0.00 0.03
C -7.014 0.360 -2.651 0.09 0.01 -0.05
C -5.756 0.512 -2.064 0.06 0.00 0.00
C -5.664 0.655 -0.565 -0.01 0.02 -0.11
C -3.240 3.647 -2.372 0.00 -0.11 0.05
C -3.204 3.482 -3.871 -0.05 -0.03 0.09
C -3.603 4.893 -1.864 0.01 -0.01 0.04
H -4.023 6.537 1.106 0.00 0.00 -0.02
H -5.079 6.754 -0.295 0.02 0.01 0.02
H -3.400 7.285 -0.370 -0.01 -0.01 0.02
H -3.323 4.303 1.438 -0.03 -0.01 -0.03
H -2.572 2.224 1.924 -0.04 -0.06 -0.04
H -1.498 1.496 0.710 -0.48 -0.38 -0.15
H -3.156 0.933 0.857 -0.06 -0.03 -0.02
H 2.387 3.943 -2.383 0.00 -0.04 0.01
H 2.778 4.947 -4.605 -0.02 -0.03 0.01
H 1.644 4.011 -6.602 -0.02 0.00 0.01
H 0.102 2.084 -6.340 0.02 0.01 0.03
H -0.283 1.105 -4.103 -0.01 -0.04 -0.01
H -3.896 0.351 -4.886 -0.04 0.01 0.01
H -6.126 0.059 -5.902 0.01 0.00 0.02
H -8.147 0.071 -4.455 0.01 0.02 0.01
H -7.897 0.358 -2.016 0.04 -0.01 -0.01
H -6.609 0.388 -0.084 0.03 0.01 -0.03
H -5.413 1.681 -0.284 0.03 -0.03 0.00
H -4.876 0.011 -0.175 0.01 0.00 0.03
H -2.379 2.840 -4.177 0.02 0.01 -0.01
H -3.093 4.454 -4.359 -0.01 -0.03 0.04
H -4.127 3.019 -4.230 0.04 0.00 0.01
H -3.846 5.691 -2.561 0.02 -0.02 0.01
C 1.639 4.883 2.405 -0.05 -0.06 -0.05
N 0.997 3.585 2.277 -0.01 0.04 -0.04
C -0.213 3.602 1.461 0.38 0.08 0.07
C 1.460 2.462 2.841 0.01 0.22 0.08
S 0.778 0.958 2.668 0.08 0.02 -0.01
N 2.607 2.679 3.684 0.01 -0.25 -0.12
C 2.184 2.851 5.072 -0.02 0.06 -0.08
C 3.615 1.626 3.568 -0.06 0.07 0.00
H 1.854 5.277 1.409 -0.02 -0.03 -0.02
H 2.561 4.794 2.965 0.04 -0.02 0.02
H 0.966 5.584 2.908 -0.02 0.00 0.02
H -1.034 4.073 2.014 0.13 -0.04 -0.01
H -0.494 2.597 1.171 0.52 0.41 0.17
H -0.021 4.176 0.555 0.02 0.05 -0.02
H 1.481 3.684 5.147 0.03 -0.03 0.00
H 3.059 3.078 5.685 -0.03 0.00 -0.03
H 1.696 1.945 5.459 0.02 0.01 0.00
H 3.903 1.511 2.523 -0.02 -0.01 0.01
H 3.254 0.659 3.936 0.00 -0.01 0.02
H 4.490 1.933 4.147 -0.03 0.00 -0.03
C 1.408 -1.580 5.590 0.06 -0.18 -0.02
C 2.769 -2.248 5.385 -0.10 0.04 -0.16
C 2.749 -3.376 4.350 -0.04 0.09 0.08
S 2.363 -2.795 2.660 -0.25 -0.23 0.22
O 1.923 -4.025 1.922 0.15 0.15 0.17
C 4.079 -2.398 2.155 -0.06 0.01 -0.15
C 4.708 -3.497 1.307 -0.06 -0.12 0.07
C 5.100 -4.745 2.096 -0.02 0.05 -0.01
H 1.468 -0.779 6.332 0.01 -0.03 -0.01
H 0.671 -2.311 5.940 0.06 0.05 -0.03
H 1.034 -1.144 4.663 0.04 0.01 0.02
H 3.112 -2.662 6.337 0.09 -0.01 0.00
H 3.507 -1.496 5.086 0.01 -0.01 0.03
H 1.950 -4.091 4.563 0.01 0.03 -0.02
H 3.699 -3.909 4.307 -0.05 -0.07 0.08
H 4.647 -2.193 3.068 -0.01 0.04 -0.04
H 3.989 -1.473 1.582 0.02 0.00 -0.01
H 5.585 -3.073 0.812 0.01 0.02 -0.01
H 4.007 -3.782 0.518 0.04 0.07 -0.03
H 5.739 -4.495 2.952 -0.02 -0.02 -0.04
H 5.644 -5.443 1.457 -0.02 0.02 0.01
H 4.209 -5.260 2.460 0.04 0.03 0.00
```
Forces are in eV/Å.

For the orbital gap (spin up / spin down), the calculation gives 5.58 / 4.69 eV. As for the total energy: -150155.32810 eV. The value obtained for the energy above the lowest of the compared OMol25 structures with the same formula, charge and spin is 43.2 kcal/mol. As for the expectation value of S²: 0.80. Its HOMO energy (spin up / spin down) is -2.005 / -2.039 eV. Its molecular weight is 1399.2 g/mol. The total charge is -2. As for the multiplicity: 2.